(1)
{
  "formula": "C2HNO4",
  "method": "wB97M-V/def2-TZVPD",
  "species": ["O", "O", "O", "O", "N", "C", "C", "H"],
  "positions_angstrom": [[-0.68, 1.05, -0.35], [-0.54, -1.55, 1.64], [1.01, 1.57, -1.82], [-0.77, -1.69, -0.70], [-0.38, -1.25, 0.45], [0.46, 1.12, -0.90], [0.27, 0.21, 0.32], [0.63, 0.54, 1.36]],
  "mulliken_charge": [-0.26, -0.47, -0.41, -0.46, 0.79, 0.71, -0.19, 0.30],
  "max_force_ev_per_a": 5.19,
  "orbital_gap_ev": 10.190,
  "charge": 0,
  "relative_energy_kcal_mol": 112.5,
  "lumo_ev": -1.056,
  "smiles": "O=C1O[C@H]1[N+](=O)[O-]"
}

(2)
{
  "formula": "C23H36BrN3O3PdS2Se2",
  "method": "wB97M-V/def2-TZVPD",
  "species": ["Pd", "Br", "Se", "Se", "S", "S", "O", "O", "O", "N", "N", "N", "C", "C", "C", "C", "C", "C", "C", "C", "C", "C", "C", "C", "C", "C", "C", "C", "C", "C", "C", "C", "C", "C", "C", "H", "H", "H", "H", "H", "H", "H", "H", "H", "H", "H", "H", "H", "H", "H", "H", "H", "H", "H", "H", "H", "H", "H", "H", "H", "H", "H", "H", "H", "H", "H", "H", "H", "H", "H", "H"],
  "positions_angstrom": [[0.56, 0.44, -0.74], [-1.07, 2.25, 0.85], [-0.47, 4.43, -2.04], [3.11, 0.56, -1.16], [-1.00, -0.49, -2.13], [-1.51, -2.56, 1.13], [4.30, 5.02, -1.98], [-1.01, -1.93, -2.51], [3.63, 3.48, 0.24], [0.36, -4.44, 1.34], [0.35, 0.37, 2.25], [1.05, -2.39, 0.47], [-4.43, 1.51, -1.26], [0.61, -0.45, 3.26], [0.06, -3.12, 0.95], [-3.13, 1.25, -1.64], [-1.35, 0.22, 4.44], [2.32, 3.59, -0.37], [1.15, -6.03, 3.01], [3.30, 2.23, -2.22], [1.01, 3.20, -2.48], [-1.63, 1.08, 3.39], [3.01, 4.69, -2.50], [3.44, -2.20, 1.07], [2.39, -2.83, 0.15], [-2.71, -0.08, -1.74], [-0.96, 0.41, -3.70], [-6.72, 0.80, -0.48], [-0.20, -0.56, 4.38], [-0.74, 1.11, 2.31], [-4.87, -0.83, -1.04], [2.40, 3.42, -1.88], [1.19, -4.59, 2.54], [-5.32, 0.49, -0.95], [-3.57, -1.11, -1.43], [3.16, 1.97, -3.27], [-7.40, -0.02, -0.68], [4.33, 4.63, -1.09], [0.70, 2.19, -2.16], [3.12, 4.55, -3.58], [-0.01, 0.16, -4.16], [-1.80, 0.07, -4.31], [-2.50, 1.71, 3.38], [1.51, -1.04, 3.16], [0.05, -1.25, 5.17], [-2.02, 0.17, 5.28], [3.35, -2.56, 2.10], [-2.44, 2.07, -1.85], [0.84, -3.93, 3.34], [4.44, -2.42, 0.71], [-5.55, -1.64, -0.79], [1.78, -6.16, 3.89], [2.43, -3.92, 0.16], [4.34, 2.53, -2.09], [-0.55, -4.87, 1.52], [1.92, 4.57, -0.12], [0.14, -6.33, 3.27], [1.11, 3.15, -3.57], [-1.01, 1.49, -3.51], [3.32, -1.11, 1.06], [2.31, 5.52, -2.33], [1.51, -6.70, 2.22], [-4.75, 2.55, -1.19], [-6.73, 0.99, 0.60], [2.21, -4.31, 2.30], [-7.10, 1.69, -0.97], [-3.21, -2.13, -1.50], [0.84, -1.44, 0.14], [2.60, -2.50, -0.87], [3.86, 2.53, 0.15], [1.67, 2.84, 0.05]],
  "mulliken_charge": [-0.59, -0.15, -0.63, -0.61, 0.97, -0.38, -0.64, -0.75, -0.65, -0.32, 0.13, 0.95, -0.99, -0.20, 0.25, -0.23, -0.36, -0.66, -1.48, -1.59, -0.34, -0.69, -0.97, -1.02, -0.77, 0.06, -1.31, -1.51, -0.56, 0.27, -0.75, 1.88, 0.38, 1.20, -0.59, 0.42, 0.37, 0.48, -0.68, 0.37, 0.36, 0.41, 0.39, 0.30, 0.40, 0.35, 0.36, 0.30, 0.03, 0.27, 0.30, 0.40, 0.54, 0.51, 0.36, 0.50, 0.36, 0.46, 0.29, 0.16, 0.34, 0.34, 0.37, 0.27, 0.05, 0.37, 0.55, -0.46, 0.32, 0.35, 0.12],
  "max_force_ev_per_a": 0.81,
  "orbital_gap_ev": 4.781,
  "charge": -2,
  "relative_energy_kcal_mol": 0.0,
  "lumo_ev": 4.075
}

(3)
{
  "formula": "C43H95BrNO12",
  "method": "wB97M-V/def2-TZVPD",
  "species": ["Br", "O", "O", "O", "O", "O", "O", "O", "O", "O", "O", "O", "O", "N", "C", "C", "C", "C", "C", "C", "C", "C", "C", "C", "C", "C", "C", "C", "C", "C", "C", "C", "C", "C", "C", "C", "C", "C", "C", "C", "C", "C", "C", "C", "C", "C", "C", "C", "C", "C", "C", "C", "C", "C", "C", "C", "C", "H", "H", "H", "H", "H", "H", "H", "H", "H", "H", "H", "H", "H", "H", "H", "H", "H", "H", "H", "H", "H", "H", "H", "H", "H", "H", "H", "H", "H", "H", "H", "H", "H", "H", "H", "H", "H", "H", "H", "H", "H", "H", "H", "H", "H", "H", "H", "H", "H", "H", "H", "H", "H", "H", "H", "H", "H", "H", "H", "H", "H", "H", "H", "H", "H", "H", "H", "H", "H", "H", "H", "H", "H", "H", "H", "H", "H", "H", "H", "H", "H", "H", "H", "H", "H", "H", "H", "H", "H", "H", "H", "H", "H", "H", "H"],
  "positions_angstrom": [[5.64, 2.95, 0.80], [-8.39, 3.61, -6.87], [2.77, -0.91, 8.85], [-1.41, 2.27, -4.77], [-3.03, -0.12, -3.13], [3.29, -2.08, 11.64], [2.52, 1.10, 11.15], [-2.61, -4.28, -6.80], [-6.42, 2.64, -9.02], [-5.40, 2.36, -6.14], [-0.11, 0.62, -2.54], [-5.11, -5.96, -5.41], [-4.47, -6.11, -8.41], [3.89, 4.72, 2.36], [-4.57, -4.72, -8.15], [-6.37, -5.81, -4.79], [8.71, -0.12, 3.34], [-1.31, 1.12, -1.96], [4.05, -2.27, 10.46], [1.70, 1.19, 5.47], [-1.35, 3.66, -5.01], [-9.18, 4.77, -6.84], [-7.46, 1.93, -8.35], [-4.73, 1.25, -5.55], [1.64, 0.92, 10.05], [0.72, -0.72, 1.54], [-3.23, -4.01, -8.05], [2.84, -3.29, 12.20], [2.01, -1.57, 1.35], [1.62, -0.54, 9.61], [3.49, 3.49, 3.06], [-3.60, -1.40, -3.26], [2.50, 2.89, -0.19], [-2.42, 0.08, -1.86], [3.29, -0.69, 1.05], [-5.04, -7.11, -6.23], [-8.66, 2.79, -8.00], [-4.70, 2.86, -7.27], [4.57, 2.93, 4.07], [3.99, -1.04, 9.57], [3.25, 0.99, 5.29], [3.10, 4.33, -0.01], [0.73, 0.15, 2.87], [-4.02, -6.93, -7.33], [5.45, -1.54, 2.19], [0.65, -0.82, 4.09], [-0.13, 1.65, -4.77], [-0.13, 0.38, -3.94], [0.89, -0.14, 5.50], [3.02, 2.41, 11.22], [4.28, 4.47, 1.01], [-5.65, 3.55, -8.23], [-1.20, -4.16, -6.86], [7.17, 0.18, 3.18], [3.95, 2.40, 5.41], [6.64, -0.53, 1.88], [4.56, -1.59, 0.87], [4.24, -2.66, 0.77], [4.76, -1.14, 8.81], [0.69, 0.01, 0.69], [-2.85, -2.18, -3.10], [-0.40, -1.21, 4.11], [-7.79, 1.17, -9.06], [7.45, -1.07, 1.35], [-0.80, -4.46, -5.89], [0.79, -0.16, -4.15], [6.22, 0.19, 1.14], [5.90, -2.54, 2.36], [4.85, -1.20, 3.06], [-3.37, -2.93, -8.13], [-5.19, -4.52, -7.27], [7.05, 1.28, 3.16], [-5.05, 4.11, -8.95], [2.47, 2.57, -1.25], [-3.83, -7.91, -7.78], [2.26, -3.86, 11.47], [-3.06, -6.58, -6.94], [1.44, 2.91, 0.15], [-9.04, 5.36, -7.76], [-5.36, 0.88, -4.74], [8.96, -0.24, 4.42], [-1.65, 2.02, -2.46], [-5.10, -4.30, -9.01], [-4.43, -1.53, -2.55], [2.59, 3.76, 3.68], [-6.29, 4.26, -7.71], [2.20, -3.06, 13.05], [-2.35, 4.06, -4.92], [5.40, 3.64, 4.26], [4.80, 2.30, 6.13], [1.42, -0.90, 6.12], [-0.78, -4.83, -7.62], [0.63, 1.21, 10.38], [5.04, 2.04, 3.58], [-1.04, 1.40, -0.94], [-0.97, 3.86, -6.02], [-9.51, 2.15, -7.75], [1.31, 1.96, 4.77], [-0.19, -1.35, 1.47], [-2.00, -0.86, -1.48], [-3.96, 3.59, -6.91], [3.42, 0.09, 1.84], [-8.92, 3.41, -8.86], [-3.19, 0.43, -1.17], [2.28, -2.16, 2.26], [-10.24, 4.52, -6.72], [5.09, -2.45, 10.76], [0.14, 1.41, -5.81], [-6.02, -7.33, -6.68], [3.00, 2.11, 0.41], [3.70, -3.89, 12.54], [-4.17, 2.05, -7.79], [1.30, -1.70, 4.02], [0.77, -0.67, 8.93], [3.73, 2.46, 12.04], [1.46, -1.22, 10.45], [-0.96, -0.28, -4.22], [-7.08, 1.40, -7.48], [0.62, 2.34, -4.36], [-0.17, 0.79, 2.82], [3.49, 0.46, 4.34], [1.59, 1.64, 6.49], [4.21, -0.13, 10.13], [9.32, 0.72, 2.93], [3.17, 2.65, 2.40], [1.68, 0.73, 2.83], [3.54, 2.68, 10.30], [-4.75, -7.96, -5.59], [9.00, -1.06, 2.83], [3.68, -3.13, 9.90], [-2.58, -4.35, -8.87], [-6.55, -6.63, -4.09], [6.58, -0.19, 4.04], [4.85, 5.38, 0.71], [1.94, 1.55, 9.21], [5.14, -1.29, -0.01], [-0.08, 0.07, 6.00], [2.27, 5.01, 0.32], [3.58, 0.37, 6.15], [1.90, -2.31, 0.53], [3.23, 3.11, 5.87], [-0.91, -3.12, -7.06], [-6.36, -4.87, -4.24], [3.11, -0.14, 0.10], [-0.71, 4.15, -4.27], [-8.86, 5.38, -6.00], [-4.59, 0.45, -6.28], [-3.98, -1.50, -4.28], [3.42, 4.69, -1.02], [-7.17, -5.77, -5.53], [2.21, 3.13, 11.42], [-3.76, 1.56, -5.14]],
  "mulliken_charge": [-0.33, -0.23, -0.37, -0.07, 0.01, -0.25, -0.27, -0.22, -0.47, -0.27, -0.35, -0.20, -0.48, -0.86, -0.36, -0.78, -1.28, -0.48, -0.62, -0.86, -0.94, -0.79, -0.28, -0.45, -0.49, -0.51, -0.59, -0.78, -1.07, -0.52, 0.23, -0.88, 0.24, -0.76, 1.01, -0.60, -0.58, -0.33, 0.10, -0.50, 1.47, -0.79, 0.70, -0.31, -0.54, -0.90, -0.66, -0.41, -0.42, -0.74, -0.05, -0.55, -0.85, 0.18, -1.28, -0.32, -1.40, 0.44, 0.41, -0.06, 0.39, 0.33, 0.41, 0.41, 0.25, 0.39, -0.15, 0.35, 0.20, 0.41, 0.15, 0.03, 0.41, 0.36, 0.39, 0.34, 0.12, 0.16, 0.33, 0.25, 0.32, 0.11, 0.41, 0.34, 0.22, 0.19, 0.23, 0.23, 0.51, 0.43, -0.04, 0.35, 0.39, -0.73, 0.48, 0.33, 0.40, 0.22, 0.48, 0.42, 0.23, -0.46, 0.35, 0.37, 0.25, 0.32, 0.41, 0.39, 0.36, -0.72, 0.32, 0.37, 0.31, 0.47, 0.23, 0.20, 0.12, 0.06, 0.38, 0.44, -0.86, 0.36, 0.24, 0.30, -0.21, -0.79, 0.31, 0.40, 0.33, 0.36, 0.36, 0.32, 0.20, 0.37, 0.31, 0.48, 0.36, 0.31, 0.15, 0.45, 0.42, 0.31, 0.20, 0.18, 0.39, 0.23, 0.33, 0.17, 0.29, 0.34, 0.33, 0.09],
  "max_force_ev_per_a": 4.62,
  "orbital_gap_ev": 4.156,
  "charge": -1,
  "relative_energy_kcal_mol": 50.3,
  "lumo_ev": 1.729
}

(4)
{
  "formula": "C25H47ClP2Yb",
  "method": "wB97M-V/def2-TZVPD",
  "species": ["Yb", "Cl", "P", "P", "C", "C", "C", "C", "C", "C", "C", "C", "C", "C", "C", "C", "C", "C", "C", "C", "C", "C", "C", "C", "C", "C", "C", "C", "C", "H", "H", "H", "H", "H", "H", "H", "H", "H", "H", "H", "H", "H", "H", "H", "H", "H", "H", "H", "H", "H", "H", "H", "H", "H", "H", "H", "H", "H", "H", "H", "H", "H", "H", "H", "H", "H", "H", "H", "H", "H", "H", "H", "H", "H", "H", "H"],
  "positions_angstrom": [[0.38, 0.12, -0.08], [2.26, 3.35, 3.27], [1.24, -0.64, 2.63], [-1.72, 2.09, 0.57], [-1.89, -2.28, 0.29], [-3.34, -2.67, 0.09], [1.16, 2.51, 2.32], [-0.93, -2.84, -0.45], [3.86, 1.61, 0.44], [3.39, -1.38, -0.49], [-1.57, 3.72, 1.43], [-3.25, -1.34, -2.17], [2.72, 1.11, -0.36], [-1.96, -3.33, -2.82], [1.83, 1.96, -1.06], [1.48, -2.45, 2.71], [0.41, 1.74, -3.18], [-1.28, -3.85, -1.51], [-2.27, -1.86, -2.89], [-3.16, 1.44, 1.50], [1.79, 3.44, -1.00], [-2.30, 2.80, -1.03], [0.19, -0.37, 4.09], [1.49, -1.26, -2.91], [2.89, -0.17, 3.27], [-4.05, -2.21, -1.22], [1.22, 1.20, -2.07], [1.71, -0.15, -1.97], [2.60, -0.20, -0.88], [-1.94, -4.64, -1.12], [1.04, 1.94, -4.05], [1.06, 2.97, 1.34], [0.53, -2.97, 2.57], [2.76, -2.26, -0.54], [-3.46, -3.77, 0.14], [-3.53, -0.28, -2.17], [0.61, -0.76, 5.02], [-3.78, 2.22, 1.93], [-1.37, 3.57, 2.49], [1.35, -2.20, -2.36], [-2.48, 4.31, 1.31], [-0.05, 2.67, -2.87], [-2.74, 0.85, 2.32], [-1.72, 3.69, -1.27], [-1.26, -3.57, -3.64], [-2.87, -3.94, -2.98], [-0.35, -4.36, -1.83], [0.15, -2.67, -0.27], [-1.62, -1.29, -3.57], [4.24, -1.51, -1.17], [4.43, 0.78, 0.86], [4.56, 2.21, -0.18], [3.77, -1.27, 0.52], [2.36, -1.38, -3.58], [-0.78, -0.85, 3.91], [-0.01, 0.69, 4.23], [3.48, 2.24, 1.25], [2.93, 0.91, 3.27], [3.08, -0.54, 4.28], [1.93, -2.78, 3.66], [0.30, 2.20, 2.90], [2.35, 3.88, -1.84], [0.59, -1.10, -3.51], [-0.35, 1.01, -3.44], [3.69, -0.53, 2.62], [-1.69, -1.57, 1.11], [-0.73, 4.27, 1.01], [2.14, -2.76, 1.90], [-3.79, 0.76, 0.92], [-3.93, -2.27, 0.93], [-3.35, 3.07, -1.04], [-4.93, -1.64, -0.89], [-4.43, -3.11, -1.73], [-2.11, 2.08, -1.83], [0.76, 3.78, -1.09], [2.23, 3.82, -0.08]],
  "mulliken_charge": [-0.42, -0.21, 1.44, 1.56, -0.13, -1.26, 0.11, -0.07, -1.60, -1.74, -1.75, -0.41, 1.66, -1.02, 0.12, -1.37, -1.71, -1.37, -0.27, -1.25, -1.74, -1.49, -1.31, -1.15, -1.19, -0.83, 0.37, 0.88, 0.71, 0.45, 0.29, -0.50, 0.35, 0.23, 0.40, 0.44, 0.43, 0.46, 0.46, 0.19, 0.50, 0.43, 0.27, 0.39, 0.32, 0.39, 0.40, 0.85, 0.58, 0.36, 0.45, 0.31, 0.34, 0.29, 0.35, 0.36, 0.08, 0.10, 0.53, 0.47, -0.10, 0.37, 0.47, 0.26, 0.28, 0.61, 0.35, 0.28, 0.31, 0.39, 0.50, 0.39, 0.37, 0.24, 0.24, 0.48],
  "max_force_ev_per_a": 3.56,
  "orbital_gap_ev": [5.310, 4.854],
  "charge": 1,
  "relative_energy_kcal_mol": 15.3,
  "lumo_ev": [-2.872, -3.385],
  "spin_multiplicity": 2
}

(5)
{
  "formula": "C26H48N2O9P",
  "method": "wB97M-V/def2-TZVPD",
  "species": ["P", "O", "O", "O", "O", "O", "O", "O", "O", "O", "N", "N", "C", "C", "C", "C", "C", "C", "C", "C", "C", "C", "C", "C", "C", "C", "C", "C", "C", "C", "C", "C", "C", "C", "C", "C", "C", "C", "H", "H", "H", "H", "H", "H", "H", "H", "H", "H", "H", "H", "H", "H", "H", "H", "H", "H", "H", "H", "H", "H", "H", "H", "H", "H", "H", "H", "H", "H", "H", "H", "H", "H", "H", "H", "H", "H", "H", "H", "H", "H", "H", "H", "H", "H", "H", "H"],
  "positions_angstrom": [[-0.27, -0.76, 3.77], [-3.33, -1.78, 1.28], [3.37, -2.31, 3.77], [2.00, -2.93, -1.35], [3.02, -3.38, -3.25], [3.13, -0.35, 4.87], [-0.97, -2.05, 3.20], [-1.23, 0.35, 3.78], [0.37, -1.06, 5.19], [-4.89, -2.20, 2.75], [1.25, 0.67, 0.39], [3.45, 0.93, -0.57], [-2.07, 1.57, -4.49], [4.95, 4.13, 1.90], [0.46, 0.27, 1.40], [-7.15, -3.13, 2.76], [3.67, 2.42, -0.40], [-3.27, 4.80, -4.41], [5.16, 2.79, -0.32], [2.53, -3.81, -2.24], [3.16, -0.09, 1.55], [2.37, -0.50, 2.59], [-0.55, 0.27, -2.91], [2.12, -3.66, 0.97], [-5.53, -1.23, 0.58], [0.54, 1.30, -0.78], [2.58, 0.50, 0.45], [-4.50, -1.73, 1.57], [-2.02, 0.54, -3.34], [-6.22, -2.05, 3.28], [3.00, -1.15, 3.80], [-0.44, 0.23, -1.36], [1.24, -3.31, -0.20], [5.68, 3.03, 1.11], [0.98, -0.30, 2.51], [2.55, -5.28, -1.91], [-1.50, 2.96, -4.13], [-2.59, 3.82, -3.42], [4.24, -0.21, 1.59], [-6.60, -1.05, 3.09], [1.51, -3.88, 1.85], [5.32, 3.65, -0.98], [2.41, -5.84, -2.83], [-0.62, 2.92, -3.48], [-2.50, -0.39, -3.67], [-0.60, 0.44, 1.33], [-3.16, 5.82, -4.06], [-1.88, -1.76, 2.96], [-7.26, -3.08, 1.68], [5.75, 2.09, 1.67], [5.21, 5.13, 1.54], [-6.75, -4.12, 3.00], [0.54, -4.11, -0.45], [-5.78, -2.04, -0.10], [-6.44, -0.86, 1.05], [6.72, 3.37, 1.00], [3.31, -0.91, 5.65], [5.71, 1.93, -0.71], [1.25, 1.63, -1.53], [0.63, -2.44, 0.05], [-6.12, -2.14, 4.36], [5.29, 4.08, 2.94], [-1.41, 0.38, -0.86], [3.02, 0.75, -1.47], [0.15, 1.00, -3.32], [3.16, 2.73, 0.52], [-5.10, -0.41, 0.02], [2.78, -2.82, 1.20], [-0.11, -0.77, -1.07], [-4.33, 4.52, -4.51], [-1.59, 1.13, -5.37], [0.83, -0.24, 5.45], [-3.13, 1.72, -4.74], [-3.32, 3.12, -2.98], [-1.19, 3.43, -5.06], [3.52, -5.52, -1.48], [-2.13, 4.35, -2.58], [-0.05, 2.11, -0.35], [-2.64, 0.93, -2.52], [-0.26, -0.72, -3.27], [2.76, -4.52, 0.77], [-8.14, -3.03, 3.21], [3.16, 2.96, -1.21], [-2.83, 4.75, -5.41], [3.86, 4.04, 1.91], [1.76, -5.59, -1.23]],
  "mulliken_charge": [1.07, -0.60, -0.52, -0.37, -0.55, -0.47, -0.42, -0.75, -0.51, -0.38, 0.58, -0.16, -1.19, -1.14, -0.89, -0.99, -0.03, -1.12, -0.83, 0.69, -0.10, 0.54, -1.27, -0.93, -1.07, -1.48, -1.10, 0.87, -0.45, -0.42, -0.09, 0.90, 0.03, -0.40, 0.88, -0.95, -0.26, -0.56, 0.80, 0.37, 0.30, 0.40, 0.32, 0.08, 0.43, 0.52, 0.32, 0.26, 0.28, 0.23, 0.33, 0.32, 0.44, 0.31, 0.35, 0.39, 0.40, 0.29, 0.46, -0.18, 0.32, 0.34, 0.51, 0.40, 0.64, 0.19, 0.24, 0.20, -0.58, 0.29, 0.40, 0.42, 0.42, 0.29, 0.43, 0.28, 0.37, 0.24, 0.13, 0.46, 0.41, 0.36, 0.32, 0.32, 0.32, 0.31],
  "max_force_ev_per_a": 2.08,
  "orbital_gap_ev": 8.495,
  "charge": 1,
  "relative_energy_kcal_mol": 0.0,
  "lumo_ev": -3.861
}

(6)
{
  "formula": "C4H7NO3",
  "method": "wB97M-V/def2-TZVPD",
  "species": ["O", "O", "O", "N", "C", "C", "C", "C", "H", "H", "H", "H", "H", "H", "H"],
  "positions_angstrom": [[1.70, 1.13, 1.26], [0.89, 0.27, -0.75], [1.71, 2.26, -0.67], [-0.95, -1.00, -1.46], [-0.20, -0.52, -0.37], [-0.97, 0.09, 0.99], [1.26, 1.27, 0.14], [-0.22, -1.23, 0.90], [0.96, 2.63, -1.17], [-0.68, 0.61, 1.91], [-1.66, 0.76, 0.49], [-0.77, -2.16, 0.97], [-0.48, -0.88, -2.36], [-1.32, -1.94, -1.33], [0.72, -1.28, 1.45]],
  "mulliken_charge": [-0.46, -0.38, -0.46, -0.54, 0.72, -1.02, 0.68, -0.62, 0.34, 0.33, 0.42, 0.30, 0.25, 0.24, 0.21],
  "max_force_ev_per_a": 4.73,
  "orbital_gap_ev": 8.546,
  "charge": 0,
  "relative_energy_kcal_mol": 112.0,
  "lumo_ev": 0.493,
  "smiles": "NC1(OC(=O)O)CC1"
}

Number 4 is which compound?
C25H47ClP2Yb

Which formula does entry 1 have?
C2HNO4